The following is a DFT calculation (ωB97M-V/def2-TZVPD) of the molecule C5H6N2.

Results
Spin multiplicity: 1
Relative energy (zero: lowest compared OMol25 entry of this formula, charge and spin), eV: 2.538
Net charge: 0
Kohn-Sham gap, eV: 10.90

CARTESIAN COORDINATES (ANGSTROEM)
N  1.9978  -0.0486  1.8287
C  1.6458  0.1744  0.7483
C  1.1216  0.3747  -0.5963
C  -0.0311  -0.4693  -1.0186
C  -0.7703  -0.8603  0.2552
C  -0.9886  0.6966  0.4075
N  -0.2009  0.9855  -0.8200
H  1.8643  0.6920  -1.3191
H  -0.0867  -0.9309  -2.0016
H  -1.7189  -1.3831  0.1497
H  -0.1402  -1.4738  0.9115
H  -2.0370  0.9261  0.2069
H  -0.6558  1.3169  1.2477

Forces on the atoms, in the same order (eV/Å):
-0.22 0.34 -1.13
0.31 -0.12 0.83
0.29 -0.01 -0.06
0.11 -0.32 -0.17
-0.15 -0.01 -0.02
-0.20 -0.03 0.23
-0.02 0.17 0.04
-0.13 -0.12 0.00
0.10 0.05 0.20
0.04 0.08 -0.30
-0.27 0.54 0.24
0.15 0.03 0.00
-0.02 -0.58 0.13

***

The following is a DFT calculation (ωB97M-V/def2-TZVPD) of the molecule C5H6N2.

Results
Spin multiplicity: 1
Relative energy (zero: lowest compared OMol25 entry of this formula, charge and spin), eV: 1.611
Net charge: 0
Kohn-Sham gap, eV: 9.41

CARTESIAN COORDINATES (ANGSTROEM)
C  -1.6716  -0.1226  -1.3123
C  -0.6446  0.7962  -1.3424
N  0.0400  0.5339  -0.1889
C  -0.5110  -0.5575  0.3572
N  -1.5892  -0.9889  -0.2325
C  0.6241  -0.7777  1.3142
C  1.2572  0.4946  0.6249
H  -2.4692  -0.2245  -2.0321
H  -0.3266  1.5433  -2.0470
H  1.2312  -1.6726  1.1434
H  0.1532  -0.7172  2.2862
H  2.1415  0.2892  0.0128
H  1.4275  1.4008  1.2140

Forces on the atoms, in the same order (eV/Å):
-0.13 0.11 -0.36
-0.15 0.17 -0.20
-0.12 -0.16 -0.33
0.06 -0.04 -0.29
0.33 0.01 -0.28
-0.34 -0.17 0.02
0.18 0.07 0.06
0.01 0.07 0.05
-0.31 0.11 -0.03
-0.34 0.08 0.29
1.01 0.13 0.78
-0.07 -0.11 0.27
-0.13 -0.26 0.03

***

The following is a DFT calculation (ωB97M-V/def2-TZVPD) of the molecule C5H6N2.

Results
Spin multiplicity: 1
Relative energy (zero: lowest compared OMol25 entry of this formula, charge and spin), eV: 5.800
Net charge: 0
Kohn-Sham gap, eV: 9.66

CARTESIAN COORDINATES (ANGSTROEM)
C  -1.5955  1.0383  -0.0809
N  -2.3955  -0.0810  0.1771
N  -1.4315  -1.0201  -0.2686
C  -0.1312  -0.7473  -0.2794
C  -0.1535  0.6165  -0.3616
C  1.2609  0.8255  0.0393
C  1.5039  -0.7133  -0.0069
H  -2.2119  1.9878  -0.2889
H  -1.7829  -1.8911  0.2860
H  2.0645  1.4681  -0.5825
H  1.3944  1.1183  1.0530
H  2.1181  -1.2335  -0.8225
H  1.3602  -1.3682  1.1359

Forces on the atoms, in the same order (eV/Å):
-1.15 -0.31 -0.03
5.32 3.44 -3.64
-4.09 -8.00 4.83
0.61 3.72 -1.54
-2.67 1.60 0.99
3.27 1.08 -1.61
-3.05 -3.74 1.96
1.65 -1.21 0.92
1.25 1.22 -2.04
-2.00 -1.40 1.05
-0.05 0.59 0.86
-0.77 0.83 1.58
1.69 2.18 -3.32

***

The following is a DFT calculation (ωB97M-V/def2-TZVPD) of the molecule C5H6N2O.

Results
Spin multiplicity: 1
Relative energy (zero: lowest compared OMol25 entry of this formula, charge and spin), eV: 5.145
Net charge: 0
Kohn-Sham gap, eV: 9.41

CARTESIAN COORDINATES (ANGSTROEM)
O  2.0869  -1.1729  0.1435
C  1.1998  -0.2558  -0.0374
N  1.4442  1.0984  -0.0284
N  0.0150  1.6907  0.1579
C  -0.7783  0.6714  -0.2733
C  -0.2449  -0.6779  -0.3974
C  -1.5209  -1.2628  0.0813
C  -2.1811  0.0756  0.0793
H  3.0660  -0.9750  -0.0241
H  0.0045  2.7243  0.0493
H  -1.7738  -2.3166  -0.5226
H  -1.4719  -1.3630  1.2095
H  -3.0111  0.3148  -0.7445
H  -2.5719  0.1727  1.2637

Forces on the atoms, in the same order (eV/Å):
3.78 -1.67 -0.27
-2.95 2.66 -1.42
-2.94 -2.03 1.27
3.18 -2.05 -1.79
-1.41 -2.22 1.16
3.28 6.94 1.21
0.48 -4.62 0.40
-3.22 2.31 0.08
-2.17 0.31 0.46
-0.40 -1.44 -0.22
-0.18 2.97 1.83
0.28 -1.41 -1.31
1.56 -0.54 2.11
0.71 0.77 -3.51

***

Calculated lowest unoccupied orbital energy in order - 0.97, 0.91, 0.85, 0.83 eV